# 1
This record from the Open Molecules 2025 dataset describes a structure of composition C3H3AgO4. The level of theory is the ωB97M-V functional and the def2-TZVPD basis.

The geometry in XYZ format:
```
11
Properties=species:S:1:pos:R:3:nbo_charge:R:1
Ag 2.157 1.488 0.752 1.18
O 0.714 0.310 -0.272 -0.61
O 0.820 -1.812 0.568 -0.39
O -1.352 0.534 1.461 -0.49
O 2.588 -0.430 0.528 -0.49
C -1.628 0.329 0.306 0.41
C -0.593 0.144 -0.773 -0.19
C 1.417 -0.823 0.230 0.94
H -0.708 -0.860 -1.208 0.25
H -2.678 0.219 -0.039 0.15
H -0.739 0.902 -1.554 0.24
```

Results
* LUMO level (spin up / spin down): -6.216 / -9.440 eV
* ΔE to the lowest compared entry with this formula, charge and spin: 0.545 eV
* charge: +1
* spin multiplicity: 2
* HOMO-LUMO gap (spin up / spin down): 8.3 / 5.0 eV

***

# 2
This record from the Open Molecules 2025 dataset describes a cluster of 11 separate species, C22H44Br22 in total. The level of theory is the ωB97M-V functional and the def2-TZVPD basis.

The geometry in XYZ format:
```
88
Properties=species:S:1:pos:R:3:mulliken_charge:R:1
Br 1.924 18.908 16.914 -0.17
Br -2.940 22.786 22.583 -0.18
Br -2.864 14.906 21.350 -0.16
Br -8.091 23.895 20.009 -0.17
Br -2.644 12.041 24.924 -0.17
Br -2.686 19.836 16.707 -0.17
Br -10.510 19.816 19.378 -0.15
Br 1.053 16.588 26.745 -0.12
Br -6.391 15.615 14.049 -0.16
Br -0.309 24.889 12.546 -0.12
Br 4.966 13.259 19.862 -0.16
Br 2.827 19.003 8.484 -0.12
Br -4.783 20.193 11.343 -0.15
Br 0.909 11.745 18.022 -0.15
Br 2.685 24.442 22.644 -0.18
Br -4.132 22.829 27.087 -0.18
Br -2.114 14.320 12.948 -0.17
Br -1.954 26.882 14.868 -0.11
Br 5.049 17.108 9.922 -0.11
Br 1.783 18.057 23.684 -0.09
Br 3.645 24.352 18.170 -0.16
Br -8.107 23.081 13.326 -0.13
C 2.777 24.902 19.822 -0.53
C 0.156 19.563 16.183 -0.54
C 3.488 17.583 10.928 -0.56
C -0.875 19.179 17.215 -0.63
C 3.071 23.745 20.811 -0.64
C -5.750 21.857 11.925 -0.50
C -2.829 12.764 23.127 -0.57
C 2.675 17.503 26.398 -0.59
C -7.130 21.590 12.593 -0.63
C -3.738 23.509 25.231 -0.54
C -2.522 14.247 23.170 -0.60
C 3.371 13.086 18.697 -0.59
C 2.455 11.955 19.199 -0.54
C 0.087 26.840 12.777 -0.62
C -1.240 27.620 13.169 -0.59
C -9.734 21.406 20.269 -0.57
C -9.006 22.286 19.206 -0.63
C 3.050 17.151 24.906 -0.61
C -4.465 15.214 14.233 -0.63
C -3.241 22.286 24.502 -0.73
C -3.981 13.982 13.487 -0.41
C 2.272 17.775 9.945 -0.53
H -1.025 28.674 13.346 0.35
H -5.171 22.378 12.687 0.35
H -0.621 19.417 18.248 0.42
H 2.987 11.004 19.161 0.35
H -10.477 21.955 20.848 0.38
H -8.329 21.811 18.497 0.41
H -4.257 15.142 15.301 0.35
H 2.125 12.146 20.220 0.37
H 3.381 16.851 11.729 0.34
H 0.533 27.132 11.827 0.37
H -5.989 22.536 11.107 0.36
H 2.431 22.904 20.545 0.38
H 4.082 23.339 20.783 0.41
H -3.836 12.595 22.745 0.38
H -9.080 21.121 21.093 0.37
H 3.378 17.082 27.117 0.34
H 2.442 18.555 26.562 0.35
H -9.832 22.635 18.587 0.36
H -4.482 13.937 12.520 0.32
H 3.844 12.940 17.726 0.36
H 1.979 16.869 9.415 0.32
H 1.371 18.112 10.456 0.35
H -2.011 27.689 12.402 0.36
H -0.951 18.100 17.081 0.35
H -1.461 14.313 23.412 0.35
H 1.725 25.121 19.636 0.36
H -2.881 24.183 25.194 0.38
H 3.279 25.838 20.067 0.35
H -3.879 16.085 13.941 0.37
H -2.172 12.174 22.489 0.37
H 3.220 16.110 24.630 0.41
H 3.882 18.447 11.463 0.30
H -3.864 21.402 24.639 0.44
H 4.009 17.660 24.804 0.31
H -7.875 21.158 11.925 0.35
H -4.018 13.042 14.038 0.34
H -6.995 20.904 13.429 0.35
H -2.326 21.961 24.997 0.42
H -2.988 14.909 23.900 0.40
H -0.029 19.065 15.231 0.36
H 0.842 26.967 13.553 0.35
H -4.664 23.927 24.838 0.39
H 2.900 14.068 18.735 0.36
H 0.277 20.631 16.004 0.38
```

Results
* LUMO level: -0.116 eV
* structure (SMILES): BrCCBr.BrCCBr.BrCCBr.BrCCBr.BrCCBr.BrCCBr.BrCCBr.BrCCBr.BrCCBr.BrCCBr.BrCCBr
* ΔE to the lowest compared entry with this formula, charge and spin: 4.353 eV
* charge: 0
* HOMO-LUMO gap: 9.6 eV

***

# 3
This record from the Open Molecules 2025 dataset describes a structure of composition C36H32BCrF3O5S. The level of theory is the ωB97M-V functional and the def2-TZVPD basis.

The geometry in XYZ format:
```
79
Properties=species:S:1:pos:R:3:mulliken_charge:R:1
Cr 3.891 -3.421 1.990 -0.34
S -1.470 5.000 -1.620 -0.18
F 5.224 2.065 -1.726 -0.27
F 5.396 3.580 -0.149 -0.25
F 5.111 1.473 0.390 -0.18
O 6.165 -5.100 0.821 -0.11
O 3.091 -6.293 2.668 -0.15
O -2.254 -0.218 -1.408 -0.12
O 2.648 -4.377 -0.617 -0.18
O -1.926 -1.034 0.763 -0.49
C -1.456 4.280 0.873 -0.58
C -2.689 4.951 0.650 -0.75
C -0.412 -1.474 -3.231 -0.36
C 2.799 -1.490 1.974 1.07
C 3.248 2.662 -0.514 0.47
C -3.762 0.123 1.769 -1.73
C -3.577 -0.225 -0.854 1.47
C 0.085 -0.370 -0.901 0.45
C 3.557 -2.696 3.973 -0.58
C 5.192 -1.769 2.454 -0.81
C -0.406 -3.960 -1.933 -0.96
C 4.897 -2.450 3.644 -0.71
C 2.614 3.036 -1.701 -1.09
C 1.340 3.576 -1.645 -0.68
C -0.896 -3.867 -3.234 -0.72
C -4.408 -1.096 -1.785 -1.90
C 3.349 -5.165 2.532 0.53
C -2.805 5.461 -0.635 0.71
C -3.996 -2.187 0.876 -1.91
C 3.071 -3.894 0.357 0.58
C 0.642 3.619 -0.407 1.62
C -0.036 -1.547 -1.874 0.47
C 4.731 2.440 -0.513 0.73
C 5.387 -4.381 1.302 0.47
C -3.893 6.341 -1.103 -1.16
C -3.370 -0.824 0.644 1.74
C -0.880 -2.618 -3.879 -0.59
C 1.771 -1.012 1.052 -0.85
C 2.571 2.645 0.699 -0.95
C 0.954 -0.672 0.215 -0.33
C -4.013 1.242 -0.980 -1.70
C 1.269 3.106 0.753 -0.84
C 4.156 -1.343 1.618 -0.03
C -0.657 4.223 -0.272 0.52
C -0.008 -2.813 -1.264 -0.46
C 2.524 -2.254 3.127 -0.70
B -1.404 -0.683 -0.431 0.45
H -4.841 0.299 1.801 0.41
H 5.698 -2.808 4.296 0.54
H -0.364 -0.513 -3.746 0.47
H 3.311 -3.267 4.873 0.64
H 3.109 2.908 -2.657 0.55
H -3.246 1.085 1.671 0.19
H -4.019 -2.118 -1.841 0.26
H -5.450 -1.091 -1.452 0.43
H -1.316 -4.745 -3.732 0.42
H -4.370 6.858 -0.264 0.39
H -1.160 3.885 1.844 0.49
H -3.472 5.098 1.390 0.45
H 0.270 -2.840 -0.214 0.62
H 1.478 -2.478 3.366 0.71
H -3.709 -2.553 1.866 0.44
H -3.654 -2.924 0.144 0.27
H -4.013 1.498 -2.051 0.46
H 4.367 -0.833 0.679 0.88
H -3.531 7.098 -1.806 0.40
H -1.286 -2.535 -4.888 0.44
H 0.735 3.105 1.705 0.29
H 3.033 2.232 1.590 0.52
H 0.207 0.615 -1.350 0.43
H 6.224 -1.581 2.155 0.69
H -5.083 -2.106 0.871 0.44
H -5.015 1.445 -0.587 0.41
H -4.384 -0.692 -2.803 0.42
H 0.901 3.978 -2.560 0.38
H -3.462 -0.328 2.723 0.42
H -4.659 5.739 -1.604 0.32
H -0.379 -4.911 -1.407 0.49
H -3.282 1.893 -0.482 0.09
```

Results
* LUMO level (spin up / spin down): -9.512 / -11.995 eV
* ΔE to the lowest compared entry with this formula, charge and spin: 0.000 eV
* charge: +3
* spin multiplicity: 4
* HOMO-LUMO gap (spin up / spin down): 5.8 / 3.3 eV

***

# 4
This record from the Open Molecules 2025 dataset describes a structure of composition C26H35F18O13Zr. The level of theory is the ωB97M-V functional and the def2-TZVPD basis.

The geometry in XYZ format:
```
93
Properties=species:S:1:pos:R:3:mulliken_charge:R:1
Zr 6.185 -1.809 5.074 1.83
F 3.550 0.088 -10.471 -0.23
F 8.982 -0.902 -1.623 -0.24
F -10.487 -2.169 -1.373 -0.21
F 3.458 -7.729 8.412 -0.26
F 8.491 1.102 -1.087 -0.26
F 1.797 8.188 2.450 -0.23
F 2.424 -9.576 7.893 -0.20
F 3.827 -8.724 6.518 -0.25
F 1.561 -0.752 -10.906 -0.22
F -3.266 3.625 -7.388 -0.21
F 3.338 -1.920 -11.273 -0.23
F -0.056 9.144 2.667 -0.24
F -5.184 3.652 -8.390 -0.22
F 0.124 7.299 3.662 -0.22
F -4.192 1.826 -8.192 -0.22
F 10.339 0.557 -2.256 -0.20
F -10.065 -1.452 0.690 -0.21
F -8.707 -2.921 -0.335 -0.24
O 1.658 -1.281 -8.323 -0.19
O -11.263 -3.342 1.647 -0.25
O -4.833 3.692 -5.240 -0.23
O 2.154 -6.633 6.091 -0.63
O 11.716 0.302 -0.024 -0.19
O -5.978 1.871 -6.087 -0.46
O 0.521 -8.221 6.626 -0.21
O 9.684 -0.143 1.123 -0.60
O 2.079 -1.168 1.906 -0.20
O 1.427 10.550 4.356 -0.22
O 3.952 -1.719 -8.571 -0.48
O 1.811 8.542 5.533 -0.50
O -11.199 -4.634 -0.109 -0.46
C -5.154 2.786 -6.206 0.45
C 0.889 -1.415 1.164 -0.03
C 0.150 -1.552 -6.498 -1.18
C 2.820 -1.383 -9.007 0.31
C -4.395 2.989 -7.588 0.84
C 0.803 8.377 3.323 0.83
C -11.904 -4.393 2.417 -0.15
C 2.848 -8.490 7.401 0.88
C 9.571 0.224 -1.271 0.84
C -10.871 -3.599 0.405 0.48
C -5.199 3.562 -3.892 -0.19
C -5.476 4.919 -3.239 -1.16
C 2.778 -0.997 -10.441 0.92
C 1.764 -7.704 6.657 0.41
C 12.566 -0.231 0.955 -0.17
C -0.463 -7.799 5.747 -0.21
C -0.342 -0.528 1.323 -0.94
C 1.368 9.131 4.552 0.42
C -10.021 -2.488 -0.166 0.83
C -0.834 -9.207 5.113 -1.14
C 2.723 12.453 4.850 -1.06
C 14.003 0.195 0.676 -1.19
C 10.339 0.151 0.097 0.39
C -13.020 -3.833 3.286 -1.20
C 1.782 11.378 5.433 -0.30
C 1.442 -1.973 -7.087 -0.15
H 3.633 12.000 4.456 0.30
H -0.575 -0.271 2.356 0.33
H -4.417 3.148 -3.256 0.25
H -13.378 -4.578 3.996 0.37
H -0.721 -1.909 -7.047 0.33
H -1.628 -9.111 4.373 0.38
H 0.921 11.787 5.962 0.33
H 0.012 -0.476 -6.596 0.33
H -0.075 0.458 0.941 0.31
H -1.343 -7.371 6.227 0.30
H -12.769 -2.940 3.858 0.33
H -1.253 -0.991 0.944 0.35
H 14.452 -0.521 -0.013 0.31
H 0.006 -9.647 4.575 0.33
H 3.052 13.039 5.707 0.36
H 12.200 0.135 1.915 0.27
H 2.327 -1.890 -6.456 0.34
H -13.876 -3.436 2.741 0.34
H -11.139 -4.869 3.031 0.28
H 2.306 10.830 6.216 0.33
H -12.317 -5.227 1.849 0.32
H -6.056 2.894 -3.809 0.34
H -6.367 5.410 -3.630 0.33
H -4.655 5.538 -3.602 0.31
H -5.590 4.866 -2.156 0.36
H 14.643 0.165 1.558 0.36
H 2.111 12.895 4.064 0.31
H 12.500 -1.309 1.098 0.32
H 1.113 -1.341 0.100 0.31
H 14.205 1.177 0.247 0.34
H -1.204 -9.967 5.802 0.31
H -0.112 -7.124 4.966 0.29
H 0.044 -1.802 -5.442 0.34
H 0.666 -2.462 1.370 0.34
H 1.267 -3.016 -7.350 0.26
```

Results
* LUMO level: -13.917 eV
* ΔE to the lowest compared entry with this formula, charge and spin: 13.981 eV
* charge: +3
* HOMO-LUMO gap: 1.0 eV